Entry 1:
Computed, not measured: a single C5H8O2 molecule, with ωB97M-V/def2-TZVPD.

Positions of all 15 atoms, in Å:
C1 -0.146 -1.445 -0.618
C2 -0.214 -0.536 0.352
C3 0.706 -0.516 1.538
C4 -1.144 0.645 0.158
O1 -0.885 1.215 -1.142
C5 0.411 1.325 -1.474
O2 1.342 1.400 -0.717
H1 0.644 -2.188 -0.644
H2 -0.820 -1.410 -1.472
H3 0.266 -1.081 2.365
H4 0.888 0.508 1.878
H5 1.673 -0.961 1.288
H6 -2.197 0.353 0.112
H7 -1.026 1.398 0.944
H8 0.501 1.293 -2.568

Output
* energy relative to the best compared isomer or geometry (same formula, charge and spin): 110.1 kJ/mol
* SMILES string: C=C(C)COC=O
* LUMO energy: 1.0 eV
* Kohn-Sham gap: 10.52 eV

Electronic structure analysis, Löwdin charges in units of e:
1. C 0.0481
2. C -0.3610
3. C -0.0621
4. C -0.1264
5. O -0.0387
6. C -0.3495
7. O 0.0877
8. H 0.0733
9. H 0.0786
10. H 0.0825
11. H 0.0776
12. H 0.0852
13. H 0.1303
14. H 0.1264
15. H 0.1479

Entry 2:
Computed, not measured: a gas-phase ion, C3H4N5O4 (charge -1), with ωB97M-V/def2-TZVPD.

Positions of all 16 atoms, in Å:
C1 0.200 -0.220 -1.695
C2 -1.655 0.439 -0.049
C3 1.022 -0.536 -0.646
N1 -0.713 0.449 0.844
N2 0.601 -0.005 0.654
N3 -0.917 0.936 2.188
N4 1.045 -0.758 1.769
N5 0.158 -0.169 -3.020
O1 -2.787 0.847 -0.110
O2 1.252 -0.153 -3.629
O3 2.042 -1.229 -0.598
O4 -0.929 -0.100 -3.620
H1 -1.856 1.325 2.196
H2 -0.245 1.686 2.344
H3 2.058 -0.782 1.683
H4 0.724 -1.730 1.689

Output
* LUMO energy (spin up / spin down): 3.5 / 3.5 eV
* total charge: -1
* Kohn-Sham gap (spin up / spin down): 7.83 / 7.94 eV

Electronic structure analysis, Löwdin charges in units of e:
1. C 0.0674
2. C -0.2592
3. C -0.4839
4. N -0.1411
5. N -0.1207
6. N 0.0915
7. N 0.0448
8. N -0.4789
9. O 0.0358
10. O -0.0250
11. O -0.0084
12. O -0.0373
13. H 0.0719
14. H 0.0807
15. H 0.0753
16. H 0.0871

Entry 3:
Computed, not measured: 5 unconnected molecules or ions with the total composition C34H29N6O13PS, with ωB97M-V/def2-TZVPD.

Positions of all 84 atoms, in Å:
N1 -5.466 2.379 2.658
C1 -4.776 1.184 2.228
O1 -3.836 0.800 2.917
C2 -5.178 0.391 0.903
C3 -4.829 1.359 -0.329
C4 -3.288 1.732 -0.183
C5 -2.291 0.810 -0.482
P1 -2.599 -0.931 -1.132
O2 -3.764 -0.882 -2.413
O3 -1.193 -1.534 -1.910
C6 -0.802 1.288 -0.247
O4 0.023 0.409 -0.066
C7 -0.402 2.815 -0.198
N2 0.966 3.283 -0.437
C8 1.744 2.850 0.452
S1 2.555 1.785 1.367
C9 -1.426 3.692 0.086
C10 -2.905 3.171 0.312
O5 -3.673 3.958 0.834
H1 -4.761 3.038 3.002
H2 -5.999 2.784 1.881
H3 -4.489 -0.512 0.878
H4 -6.251 0.049 0.917
H5 -5.478 2.288 -0.227
H6 -5.074 0.914 -1.331
H7 -3.754 0.058 -2.699
H8 -0.889 -0.791 -2.482
H9 -1.217 4.793 0.159
O6 6.710 -2.579 5.960
N3 6.540 -3.144 4.892
O7 7.051 -4.208 4.584
C11 5.664 -2.497 3.909
C12 5.092 -1.266 4.208
C13 4.282 -0.646 3.266
C14 4.047 -1.257 2.040
C15 4.615 -2.493 1.753
C16 5.427 -3.118 2.689
H10 5.268 -0.781 5.160
H11 3.836 0.318 3.487
H12 3.419 -0.768 1.303
H13 4.426 -2.967 0.797
H14 5.867 -4.080 2.454
O8 -2.771 -5.055 2.405
N4 -2.400 -4.538 1.363
O9 -3.062 -3.748 0.710
C17 -1.069 -4.896 0.861
C18 -0.300 -5.820 1.559
C19 0.950 -6.174 1.069
C20 1.423 -5.602 -0.107
C21 0.652 -4.671 -0.793
C22 -0.600 -4.315 -0.310
H15 -0.660 -6.271 2.476
H16 1.555 -6.899 1.601
H17 2.398 -5.885 -0.491
H18 1.026 -4.226 -1.708
H19 -1.193 -3.591 -0.854
O10 -4.743 -3.265 -4.210
N5 -3.740 -2.607 -4.462
O11 -3.029 -2.089 -3.621
C23 -3.380 -2.425 -5.873
C24 -4.191 -2.969 -6.861
C25 -3.860 -2.775 -8.196
C26 -2.725 -2.047 -8.534
C27 -1.914 -1.515 -7.539
C28 -2.240 -1.702 -6.202
H20 -5.077 -3.538 -6.609
H21 -4.489 -3.189 -8.975
H22 -2.473 -1.892 -9.577
H23 -1.028 -0.950 -7.806
H24 -1.601 -1.280 -5.435
O12 5.030 4.433 0.565
N6 5.079 4.688 1.760
O13 5.664 4.010 2.586
C29 4.381 5.888 2.230
C30 3.671 6.666 1.324
C31 2.992 7.789 1.778
C32 3.029 8.129 3.125
C33 3.751 7.351 4.023
C34 4.430 6.225 3.578
H25 3.634 6.411 0.272
H26 2.429 8.400 1.081
H27 2.493 9.003 3.478
H28 3.780 7.621 5.073
H29 4.987 5.624 4.287

Output
* SMILES string: NC(=O)CCC1=C(P(O)O)C(=O)C(N=C=S)=CC1=O.O=[N+]([O-])c1ccccc1.O=[N+]([O-])c1ccccc1.O=[N+]([O-])c1ccccc1.O=[N+]([O-])c1ccccc1
* LUMO energy: -1.8 eV
* Kohn-Sham gap: 7.21 eV

Electronic structure analysis, Löwdin charges in units of e:
1. N 0.1224
2. C -0.4755
3. O 0.0399
4. C -0.0801
5. C -0.1275
6. C -0.1173
7. C -0.1800
8. P 1.0285
9. O -0.3040
10. O -0.2989
11. C -0.2717
12. O 0.0583
13. C -0.1713
14. N 0.0808
15. C -0.6127
16. S 0.8084
17. C 0.0863
18. C -0.2769
19. O 0.0764
20. H 0.0930
21. H 0.0768
22. H 0.0970
23. H 0.1248
24. H 0.1136
25. H 0.0972
26. H 0.0697
27. H 0.0640
28. H 0.1337
29. O 0.0745
30. N -0.3500
31. O 0.0723
32. C -0.1454
33. C 0.0034
34. C -0.0761
35. C -0.0875
36. C -0.0618
37. C -0.0031
38. H 0.1206
39. H 0.0743
40. H 0.0542
41. H 0.1068
42. H 0.1184
43. O 0.0729
44. N -0.3442
45. O 0.0463
46. C -0.1367
47. C -0.0034
48. C -0.0713
49. C -0.0799
50. C -0.0621
51. C 0.0031
52. H 0.1188
53. H 0.1069
54. H 0.1042
55. H 0.1079
56. H 0.0818
57. O 0.0708
58. N -0.3058
59. O -0.0402
60. C -0.1328
61. C -0.0017
62. C -0.0673
63. C -0.0777
64. C -0.0715
65. C -0.0060
66. H 0.1195
67. H 0.1084
68. H 0.1067
69. H 0.1070
70. H 0.1130
71. O 0.0530
72. N -0.3509
73. O 0.0710
74. C -0.1478
75. C -0.0053
76. C -0.0682
77. C -0.0728
78. C -0.0651
79. C -0.0006
80. H 0.1190
81. H 0.1080
82. H 0.1079
83. H 0.1093
84. H 0.1205

Entry 4:
Computed, not measured: a single C3H3FO molecule, with ωB97M-V/def2-TZVPD.

Positions of all 8 atoms, in Å:
C1 1.172 -0.523 0.368
C2 0.683 0.665 0.027
C3 -1.295 -0.282 -0.288
O1 -0.690 0.813 0.043
F1 -2.570 -0.363 0.048
H1 2.226 -0.739 0.257
H2 1.175 1.626 -0.092
H3 -0.701 -1.197 -0.361

Output
* energy relative to the best compared isomer or geometry (same formula, charge and spin): 407.6 kJ/mol
* LUMO energy (spin up / spin down): -0.3 / -1.2 eV
* Kohn-Sham gap (spin up / spin down): 8.38 / 6.53 eV

Electronic structure analysis, Löwdin charges in units of e:
1. C 0.0463
2. C -0.2829
3. C -0.1406
4. O 0.0302
5. F 0.1244
6. H 0.0052
7. H 0.1068
8. H 0.1106